C42H45MnNO3P2 as an isolated structure at a distorted geometry. Source: the OMol25 dataset; level of theory: wB97M-V/def2-TZVPD.

As for the energy above the lowest of the compared OMol25 structures with the same formula, charge and spin: 832.3 kJ/mol. As for the spin multiplicity: 2. Its LUMO energy (spin up / spin down) is 0.416 / 0.417 eV. The value obtained for the molar mass is 728.7 g/mol. The calculation puts the frontier orbital gap (spin up / spin down) at 7.1 / 7.1 eV. The value obtained for the HOMO energy (spin up / spin down) is -6.6769 / -6.6663 eV.

The geometry in XYZ format:
```
94
Properties=species:S:1:pos:R:3:forces:R:3:lowdin_charge:R:1
Mn -0.55700 -0.48934 -0.13547 2.67 1.56 -2.18 0.493
C 0.62648 0.33205 -3.14744 0.00 -0.11 0.20 -0.241
P 1.43813 -0.53233 -1.72566 -0.13 -0.46 0.01 1.100
C 1.92599 -2.15568 -2.40340 0.04 0.03 0.05 -0.369
C 2.02611 -3.22366 -1.51683 0.05 0.09 -0.02 -0.120
C 2.41806 -4.47852 -1.95280 0.06 -0.02 -0.01 -0.077
C 2.70604 -4.67790 -3.29532 -0.01 -0.03 0.02 -0.086
C 2.61692 -3.61844 -4.18617 0.02 0.01 -0.10 -0.077
C 2.23634 -2.36021 -3.74314 -0.02 -0.02 0.02 -0.073
C 3.07329 0.30766 -1.73852 0.01 0.10 0.31 -0.344
C 4.26854 -0.39856 -1.60058 -0.13 0.06 -0.10 -0.096
C 5.48032 0.27367 -1.53529 0.03 -0.03 0.03 -0.086
C 5.51474 1.65855 -1.59913 0.02 -0.01 0.02 -0.093
C 4.32936 2.37048 -1.72191 0.07 0.06 0.02 -0.080
C 3.11573 1.70393 -1.77674 -0.05 -0.10 -0.05 -0.087
C -0.14933 1.46596 -2.56131 -0.30 0.03 0.55 -0.370
C -0.32174 2.76635 -2.99428 -0.07 0.24 -0.31 -0.053
C -1.09130 3.41986 -2.00128 0.14 0.02 0.08 -0.013
C -1.33505 2.47823 -1.02027 5.91 4.72 -0.19 -0.487
C -2.07126 2.60120 0.27186 1.69 3.95 3.93 -0.251
P -1.31653 1.45066 1.50735 2.49 1.96 1.66 1.135
C -2.56297 1.52022 2.85323 -0.03 -0.28 -0.10 -0.289
C -3.71900 2.29733 2.80571 0.06 -0.01 -0.02 -0.063
C -4.64170 2.26367 3.84110 -0.07 0.02 0.09 -0.076
C -4.43396 1.45188 4.94581 -0.02 0.04 -0.05 -0.085
C -3.29211 0.66735 5.00618 0.02 -0.01 0.09 -0.075
C -2.37654 0.69967 3.96728 0.01 0.10 0.10 -0.134
C 0.01297 2.51524 2.20653 -0.37 0.65 0.35 -0.323
C 0.39380 2.46487 3.54642 0.14 0.09 -0.12 -0.095
C 1.43208 3.25298 4.02075 0.08 -0.06 0.04 -0.094
C 2.11287 4.10451 3.16364 0.05 0.01 0.04 -0.100
C 1.75190 4.15292 1.82543 0.08 -0.02 -0.04 -0.085
C 0.71965 3.36005 1.34702 0.10 -0.01 0.07 -0.094
N -0.77139 1.28350 -1.35874 4.40 -0.64 -1.01 -0.004
H -0.02248 -0.40568 -3.62527 0.04 0.05 -0.04 0.072
H 1.36224 0.68754 -3.86844 0.00 -0.02 -0.02 0.094
H 1.77729 -3.05430 -0.47553 -0.02 -0.06 -0.05 0.076
H 2.49378 -5.30047 -1.25182 -0.02 0.00 0.00 0.103
H 2.99445 -5.65930 -3.64971 0.02 0.00 0.01 0.101
H 2.85104 -3.77246 -5.23210 -0.02 0.00 0.00 0.102
H 2.18306 -1.53560 -4.44365 -0.01 -0.02 -0.02 0.106
H 4.24649 -1.48072 -1.56696 0.06 -0.01 0.01 0.099
H 6.39983 -0.28997 -1.43635 0.00 0.01 -0.01 0.102
H 6.46177 2.18077 -1.55021 -0.01 0.01 -0.01 0.100
H 4.35562 3.45201 -1.77350 -0.04 0.00 0.01 0.103
H 2.19091 2.26428 -1.86450 0.03 0.05 0.01 0.096
H 0.04568 3.19935 -3.91289 -0.01 -0.06 0.00 0.094
H -1.41371 4.45054 -1.99859 -0.04 -0.03 0.02 0.105
H -3.11067 2.28095 0.14865 0.91 2.32 1.70 0.058
H -2.05972 3.62300 0.65455 0.46 0.19 0.26 0.123
H -3.91002 2.94982 1.96661 0.02 0.04 -0.04 0.100
H -5.52561 2.88644 3.78538 -0.01 -0.02 0.00 0.105
H -5.15527 1.43057 5.75218 0.00 0.00 0.00 0.103
H -3.11795 0.03010 5.86454 0.02 -0.01 -0.02 0.106
H -1.49175 0.07694 4.01939 -0.02 0.04 0.04 0.082
H -0.12643 1.81990 4.24007 -0.05 0.00 0.05 0.084
H 1.70455 3.20439 5.06789 0.01 0.01 0.01 0.099
H 2.92094 4.72211 3.53404 -0.01 0.01 0.01 0.097
H 2.27466 4.81717 1.14843 0.02 -0.01 -0.02 0.102
H 0.46271 3.40056 0.29434 0.00 0.05 0.05 0.092
C 2.41846 0.08388 1.58113 0.09 -0.10 0.06 -0.072
O 1.17175 -0.59102 1.66416 0.66 0.50 0.25 -0.275
C 1.23053 -1.86545 2.24386 0.02 0.02 -0.19 -0.184
C -0.20833 -2.17139 2.54931 0.33 -0.04 0.29 -0.146
O -0.92479 -1.78031 1.39954 -0.56 -1.20 0.23 -0.245
C -2.32428 -1.71889 1.59097 -0.63 -0.10 0.25 -0.140
C -2.93783 -1.05834 0.38371 -1.74 -1.16 0.73 -0.158
O -2.29974 0.19505 0.21046 -4.32 -2.06 -1.24 -0.436
C -2.92856 0.98304 -0.78839 -5.49 -5.37 -3.29 -0.152
H 3.15927 -0.51579 1.04279 -0.02 -0.01 0.00 0.087
H 2.79196 0.31526 2.58396 -0.02 0.00 -0.01 0.100
H 2.24988 1.00980 1.03706 -0.02 0.00 0.02 0.079
H 1.83356 -1.89000 3.15860 0.01 0.07 -0.02 0.140
H 1.64396 -2.58486 1.52621 0.05 -0.04 0.08 0.116
H -0.52869 -1.57439 3.41135 -0.06 -0.04 -0.12 0.119
H -0.34245 -3.23243 2.79448 -0.19 0.05 -0.20 0.144
H -2.55298 -1.11573 2.47455 0.11 -0.22 0.03 0.103
H -2.74318 -2.72354 1.72637 0.02 0.05 -0.09 0.152
H -4.01076 -0.91898 0.56428 0.02 0.14 0.14 0.154
H -2.79806 -1.67554 -0.50890 -0.42 0.39 0.44 0.100
H -3.91237 1.31654 -0.44061 -0.64 -1.09 -0.19 0.133
H -3.03783 0.42187 -1.71915 -0.11 -0.41 0.21 0.122
H -2.28227 1.84021 -0.96967 -6.30 -4.33 -2.49 -0.090
C -2.40841 -4.07675 -3.08179 -0.05 -0.04 -0.03 -0.111
C -1.69871 -4.41024 -1.93706 0.06 -0.01 0.05 -0.098
C -1.10245 -3.41544 -1.17027 -0.06 -0.04 -0.07 -0.143
C -1.19190 -2.05485 -1.49213 0.76 0.78 0.26 -0.215
C -1.92948 -1.75656 -2.64434 0.09 -0.17 -0.29 -0.155
C -2.52311 -2.73929 -3.43059 0.01 0.04 -0.07 -0.093
H -2.86338 -4.84676 -3.69294 -0.01 0.01 0.02 0.092
H -1.60530 -5.44947 -1.63911 0.01 0.00 -0.03 0.095
H -0.55599 -3.72859 -0.28460 0.01 0.03 0.04 0.088
H -2.06262 -0.71930 -2.94377 0.07 -0.11 -0.06 0.080
H -3.07677 -2.45787 -4.32000 0.00 -0.01 0.00 0.097
```
Forces are in eV/Å.

***

A 2-piece molecular cluster, C9H17FN4O3 overall at a distorted geometry. Source: the OMol25 dataset; level of theory: wB97M-V/def2-TZVPD.

Its LUMO energy is -1.286 eV. The value obtained for the molar mass is 248.3 g/mol. The calculation puts the frontier orbital gap at 5.0 eV. The value obtained for the HOMO energy is -6.2814 eV.

The geometry in XYZ format:
```
34
Properties=species:S:1:pos:R:3:forces:R:3:lowdin_charge:R:1
N 0.77338 1.13174 2.78501 0.18 -0.08 0.09 0.207
C 0.17849 0.16864 2.99885 -0.45 0.18 -0.17 -0.359
O -0.56175 -0.87896 3.18574 0.32 0.15 -0.07 0.034
C -0.22439 -1.99474 2.28322 0.59 -0.95 0.11 -0.237
N 1.16762 -2.18134 2.10182 -0.26 0.16 -0.44 0.024
C 1.78529 -1.68698 0.87908 0.06 0.44 0.16 -0.160
C 1.06260 -2.28945 -0.29501 0.48 -0.73 0.23 -0.086
N -0.40535 -1.97486 -0.34704 0.06 0.35 -0.59 -0.010
C -0.65812 -0.77952 -1.25735 0.52 -0.03 -0.66 -0.067
C 0.06292 0.48503 -0.88116 -0.55 0.55 0.00 -0.176
F 1.35277 0.47839 -1.39486 0.13 -0.32 0.21 -0.029
C -1.12375 -1.94224 0.99131 -0.80 0.44 0.77 -0.213
N -2.09614 -0.88331 0.99956 0.37 -0.24 -0.55 0.107
H -0.57454 -2.84730 2.86382 -0.33 0.25 0.15 0.155
H 1.69881 -2.00113 2.94181 0.03 -0.17 0.02 0.143
H 1.86198 -0.59856 0.83672 -0.13 0.00 -0.15 0.109
H 2.80511 -2.06726 0.82617 0.00 -0.03 0.07 0.141
H 1.53438 -2.01442 -1.23334 -0.25 0.26 -0.06 0.137
H 1.14360 -3.37439 -0.20035 -0.10 0.00 0.05 0.142
H -0.81399 -2.74708 -0.86895 -0.14 -0.02 0.16 0.180
H -1.71957 -0.64260 -1.42857 -0.09 0.02 0.50 0.139
H -0.24476 -1.09151 -2.21967 0.01 -0.02 0.02 0.147
H 0.11277 0.69148 0.19188 0.14 -0.13 0.02 0.100
H -0.48279 1.31180 -1.34135 0.01 0.57 -0.30 0.094
H -1.73971 -2.83922 1.02966 0.37 -0.27 -0.09 0.159
H -1.68730 0.04252 1.02609 -0.17 0.07 0.25 0.090
H -2.76421 -1.01298 1.74438 -0.04 0.14 0.01 0.112
C 0.51698 4.73532 -2.11150 0.07 -0.18 0.09 -0.051
C -0.84605 4.19176 -2.59221 0.10 0.23 -0.01 -0.787
O -1.07864 2.97144 -2.35128 -0.03 -0.62 0.24 -0.136
O -1.58187 5.00436 -3.16909 -0.04 -0.10 0.01 -0.068
H 1.10660 3.96193 -1.61504 -0.01 0.00 -0.01 0.043
H 1.08180 5.11440 -2.96445 -0.05 0.07 0.01 0.059
H 0.35784 5.55904 -1.41389 -0.01 0.05 -0.07 0.058
```
Forces are in eV/Å.

***

C17H13N6O3ReS6 as an isolated structure. Source: the OMol25 dataset; level of theory: wB97M-V/def2-TZVPD.

As for the energy above the lowest of the compared OMol25 structures with the same formula, charge and spin: 0.0 kJ/mol. As for the spin multiplicity: 2. The total charge is +1. Its LUMO energy (spin up / spin down) is -4.565 / -4.500 eV. The value obtained for the molar mass is 727.9 g/mol. The calculation puts the frontier orbital gap (spin up / spin down) at 5.7 / 5.9 eV. The value obtained for the HOMO energy (spin up / spin down) is -10.2784 / -10.3614 eV.

The geometry in XYZ format:
```
46
Properties=species:S:1:pos:R:3:forces:R:3:lowdin_charge:R:1
Re 0.00258 0.32898 -0.03602 0.59 0.08 -0.77 0.753
O 2.83071 -3.58646 -4.86269 0.04 -0.02 -0.07 0.000
C 2.35272 -2.88157 -4.03578 -0.07 -0.01 0.12 -0.962
S 0.70729 -2.18115 -4.16850 -0.03 0.00 -0.06 1.003
C 0.74891 -1.32777 -2.66170 0.13 0.07 0.11 -1.116
C 1.89650 -1.44103 -1.90011 -0.31 0.08 -0.15 -1.094
S 2.04167 -0.56629 -0.45474 0.09 -0.08 -0.05 0.670
S 3.16898 -2.44353 -2.51017 0.13 -0.03 0.00 1.025
S -0.56168 -0.34945 -2.16825 0.03 -0.07 0.15 0.641
N -4.68302 -5.49198 -2.06654 -0.22 -0.11 -0.16 0.123
C -3.72541 -4.89393 -1.30698 0.25 0.13 0.15 -0.308
C -2.52581 -4.44574 -1.89140 -0.11 -0.02 0.13 -0.011
C -1.57268 -3.81870 -1.12258 0.13 0.04 -0.05 -0.061
C -1.79400 -3.61819 0.23680 0.20 0.04 0.17 -0.306
C -2.96581 -4.06230 0.83067 -0.19 -0.07 0.05 -0.065
C -3.92540 -4.69476 0.06807 0.10 0.03 -0.06 -0.014
S -0.58362 -2.81977 1.21400 -0.08 -0.31 -0.18 0.622
O -0.79224 -3.10895 2.59871 -0.03 0.07 -0.06 -0.270
O 0.70694 -2.99480 0.61470 -0.11 -0.07 0.07 -0.333
N -0.90745 -1.19504 0.98050 0.35 0.10 0.15 -0.250
C -2.07925 -0.57647 1.27694 -0.10 0.28 -0.03 -0.475
N -1.98380 0.68048 0.75103 -0.24 0.04 0.23 -0.050
C -2.95893 1.54321 0.99170 -0.35 -0.26 0.09 -0.083
C -4.07494 1.12854 1.71142 0.16 0.09 -0.12 -0.032
C -4.10113 -0.19231 2.13929 -0.08 0.15 -0.02 -0.081
N -3.10627 -1.05561 1.94048 -0.03 -0.06 0.04 0.174
H -4.45158 -5.80181 -2.99397 -0.01 -0.01 0.04 0.103
H -5.43485 -5.98112 -1.61231 0.05 0.02 -0.03 0.104
H -2.34818 -4.61162 -2.94551 0.00 -0.01 -0.04 0.115
H -0.63575 -3.50409 -1.56373 0.00 -0.01 -0.01 0.093
H -3.11171 -3.91377 1.88989 -0.02 -0.01 0.05 0.111
H -4.83429 -5.05177 0.53342 -0.04 -0.01 0.01 0.115
H -2.84898 2.54109 0.58666 -0.04 0.02 0.01 0.122
H -4.89682 1.79642 1.91343 0.00 0.04 -0.01 0.108
H -4.96159 -0.57464 2.67508 -0.01 -0.02 0.01 0.122
S 0.60318 2.71808 -0.51197 -0.12 -0.02 0.02 0.731
C 1.07837 2.60966 1.09024 -0.07 -0.04 0.17 -0.783
N 1.70088 3.56702 1.81390 0.00 -0.07 0.16 0.111
C 2.03953 3.38059 3.11502 -0.05 -0.19 0.03 -0.008
C 1.75281 2.19169 3.72312 -0.02 0.11 -0.19 0.006
C 1.12168 1.20232 2.94744 0.13 0.12 0.09 -0.026
N 0.80843 1.41111 1.68503 -0.07 0.06 -0.02 -0.111
H 1.91023 4.44779 1.35843 -0.01 -0.04 -0.02 0.173
H 2.53315 4.20931 3.59964 0.01 0.00 0.05 0.147
H 2.00905 2.01353 4.75431 0.01 0.01 0.02 0.125
H 0.87666 0.22662 3.35018 0.00 -0.03 0.01 0.145
```
Forces are in eV/Å.

***

molar mass of number 2 (C9H17FN4O3)? 248.3 g/mol

***

Among the records above, which one has the highest molar mass? C42H45MnNO3P2